[1]
47
Properties=species:S:1:pos:R:3:forces:R:3:lowdin_spin:R:1 method="wB97M-V/def2-TZVPD" charge=+2 s2=0.753 de_lowest_kj_mol=0.0 spin_multiplicity=2
Ce -0.06482 0.80539 -0.32350 -3.728 -3.270 3.392 0.91
Cl -2.19423 1.15637 1.01975 -0.032 0.012 -0.350 -0.01
P -0.07160 -0.68348 -2.94248 0.322 -0.827 -3.074 0.01
C -1.44244 -1.27177 -3.90438 -0.906 -0.651 0.195 0.00
C -1.22500 -1.97763 -5.09834 0.062 0.106 -0.068 0.00
C -2.30182 -2.47325 -5.83336 -0.182 -0.012 0.252 0.00
C -3.60898 -2.33919 -5.34895 0.563 0.364 0.183 0.00
C -3.82685 -1.66175 -4.14017 -0.105 -0.070 0.038 0.00
C -2.75736 -1.15917 -3.40443 0.153 0.018 -0.112 0.00
C -0.10678 1.09938 -2.75569 0.319 1.115 0.044 0.02
C 1.09894 1.73342 -2.29793 -0.186 0.389 -0.717 0.02
C 1.00619 2.86160 -1.45528 0.638 0.450 -0.690 0.00
C -0.25452 3.41721 -1.14314 0.342 0.367 -0.641 0.03
C -1.39821 2.95518 -1.82220 0.060 -0.230 -0.028 0.00
C -1.34997 1.76833 -2.56309 0.697 0.353 -0.250 0.02
C 1.46568 -1.02201 -3.78069 0.529 -0.587 0.143 0.00
C 2.49713 -1.70186 -3.11676 -0.114 0.544 0.119 0.00
C 3.77751 -1.71370 -3.66992 0.170 -0.070 0.025 0.00
C 4.02722 -1.08329 -4.89405 -0.478 -0.001 0.070 0.00
C 2.96614 -0.50109 -5.61075 -0.092 -0.261 0.234 0.00
C 1.68126 -0.50393 -5.07031 0.042 0.432 0.161 0.00
H 2.05573 1.21079 -2.43733 -0.310 0.371 -0.016 0.00
H 1.92139 3.22430 -0.97621 -0.443 0.101 -0.293 0.00
H -0.33450 4.22956 -0.41763 0.060 -0.231 -0.280 0.00
H -2.35641 3.45892 -1.71344 0.212 -0.120 0.193 0.00
H -2.24758 1.33940 -2.98686 -0.086 0.057 0.110 0.00
H -0.21064 -2.15707 -5.44118 -0.221 0.046 -0.077 0.00
H -2.11526 -2.98032 -6.77931 -0.035 0.056 0.299 0.00
H -4.44334 -2.76484 -5.90243 0.158 0.171 0.114 0.00
H -4.84506 -1.53254 -3.76848 0.344 -0.127 -0.041 0.00
H -2.91983 -0.71006 -2.42115 -0.197 -0.058 -0.290 0.00
H 2.28565 -2.14708 -2.14298 0.296 0.012 -0.194 0.00
H 4.58903 -2.19394 -3.11711 -0.270 0.135 -0.283 0.00
H 5.03709 -1.05169 -5.30312 -0.277 -0.053 0.137 0.00
H 3.13380 -0.04184 -6.58571 -0.013 -0.202 0.279 0.00
H 0.84056 -0.07746 -5.61983 0.347 0.105 0.068 0.00
H -0.09058 -1.34760 -1.67172 0.179 0.348 -0.323 0.00
H 0.95953 1.60827 0.84604 2.057 1.834 1.468 0.00
C -0.05712 -3.62458 3.44410 0.013 0.159 0.389 0.00
C -0.29220 -3.62031 1.92490 -0.054 -0.552 0.085 0.00
C 0.16085 -2.40592 1.25991 -0.077 1.656 -0.777 0.00
N 0.39337 -1.39668 0.72216 -0.055 -2.383 0.993 0.00
H 0.95358 -3.30758 3.72202 -0.232 0.021 -0.160 0.00
H -0.19335 -4.63024 3.84916 -0.060 0.095 -0.267 0.00
H -0.79539 -2.97950 3.92702 0.258 0.008 0.006 0.00
H 0.18444 -4.49139 1.45424 0.015 0.315 -0.026 0.00
H -1.37195 -3.69995 1.71632 0.316 0.063 -0.039 0.00

***

[2]
59
Properties=species:S:1:pos:R:3:forces:R:3:lowdin_charge:R:1 method="wB97M-V/def2-TZVPD" charge=-1 de_lowest_kj_mol=12.8 spin_multiplicity=1
Co 0.20605 -0.97132 -0.89986 -0.339 -0.053 -0.342 0.58
C -2.12727 0.53270 6.68142 0.001 0.006 0.003 -0.06
C -1.20201 0.30469 5.51617 0.007 -0.010 -0.001 -0.28
C 0.13282 0.68524 5.57460 -0.004 0.007 0.009 -0.05
C 0.98214 0.47681 4.49469 0.010 -0.019 -0.019 -0.06
C 0.49009 -0.12235 3.34974 0.010 -0.015 -0.003 -0.28
C -0.83999 -0.51657 3.26976 -0.013 0.002 -0.033 -0.03
C -1.67552 -0.29708 4.34974 0.004 0.002 0.009 -0.03
S 1.56767 -0.46631 1.97239 -0.334 -0.042 0.143 0.63
O 2.73746 0.35784 2.13867 -0.022 0.025 0.050 -0.29
O 1.69915 -1.88450 1.92161 0.125 -0.050 -0.049 -0.26
N 0.67122 0.03074 0.70291 0.519 0.235 -0.170 -0.13
C 0.57588 1.40112 0.50239 0.027 -0.056 0.044 -0.21
C 0.75555 2.42283 1.41796 -0.030 0.026 -0.025 -0.01
C 0.56893 3.76768 1.04777 0.001 -0.019 -0.001 -0.07
C 0.21639 4.14034 -0.21940 -0.021 0.013 -0.010 -0.06
C 0.05406 3.13478 -1.19652 0.035 0.002 -0.008 -0.15
C -0.28612 3.38440 -2.54349 -0.006 -0.006 0.006 -0.01
C -0.39720 2.34689 -3.42376 0.007 -0.006 -0.010 -0.04
C -0.17581 1.03479 -2.97057 0.224 0.007 -0.064 -0.07
N 0.13832 0.78128 -1.72436 -0.258 -0.053 0.070 0.08
C 0.24938 1.79145 -0.82605 -0.074 0.023 0.031 -0.11
H -1.60801 1.01594 7.50891 0.001 0.000 -0.001 0.07
H -2.53781 -0.41112 7.04530 0.000 0.000 -0.002 0.08
H -2.96980 1.16495 6.39494 -0.001 -0.001 -0.001 0.08
H 0.51527 1.15354 6.47468 -0.001 0.002 -0.001 0.10
H 2.02108 0.77949 4.52857 -0.002 -0.001 0.005 0.11
H -1.20951 -0.97563 2.35956 -0.015 0.020 -0.005 0.12
H -2.71590 -0.59550 4.28707 0.000 -0.004 -0.007 0.12
H 1.04993 2.20838 2.43050 0.004 -0.013 0.039 0.09
H 0.71257 4.52671 1.80729 -0.005 0.000 0.001 0.10
H 0.06534 5.17848 -0.48637 0.013 0.002 -0.001 0.10
H -0.45754 4.40586 -2.86289 0.008 0.002 -0.003 0.12
H -0.65653 2.50742 -4.46076 0.010 0.008 -0.002 0.10
H -0.23954 0.18290 -3.63227 -0.036 0.012 0.018 0.12
C -1.89358 -3.77372 -2.38955 0.024 -0.012 0.017 0.00
C -1.84747 -2.25712 -2.37702 -0.063 -0.007 -0.037 -0.47
C -2.69141 -1.66214 -3.49769 -0.022 -0.007 0.000 -0.01
O -0.48908 -1.77881 -2.57017 -0.013 0.010 0.125 -0.11
C -2.38379 -1.69164 -1.04555 0.000 0.072 -0.145 -0.56
O -3.49831 -2.01322 -0.67637 -0.019 0.020 0.003 0.07
O -1.62201 -0.82273 -0.46665 0.091 -0.070 0.324 -0.04
H -1.67809 -4.15381 -3.39076 0.021 -0.001 0.006 0.09
H -2.89241 -4.08716 -2.08981 -0.008 0.005 -0.025 0.09
H -1.16633 -4.18235 -1.69059 -0.013 0.001 0.016 0.09
H -2.32180 -2.01073 -4.46406 0.003 0.003 -0.002 0.09
H -2.64956 -0.57150 -3.47233 -0.002 -0.006 0.000 0.08
H -3.72855 -1.96959 -3.37126 0.002 -0.004 -0.004 0.09
H 0.14517 -2.55331 -2.70503 0.009 -0.047 -0.133 0.06
O 1.39667 -3.53205 -2.44476 -0.024 -0.001 -0.056 -0.32
S 1.74400 -2.93506 -1.14362 -0.028 0.058 0.308 0.40
O 2.79921 -3.59599 -0.45241 0.001 -0.023 -0.059 -0.26
O 1.99339 -1.43187 -1.36009 0.115 -0.040 -0.077 -0.41
O 0.44168 -2.78801 -0.34227 0.118 -0.030 0.088 -0.33
Cl 4.77787 0.47817 -5.76567 -0.005 0.001 -0.011 0.46
C 4.88691 0.97323 -4.05606 0.014 0.026 0.036 -1.03
Cl 3.86922 0.01258 -2.99939 -0.051 0.010 -0.053 0.60
H 4.57612 2.00994 -4.00452 0.004 0.002 0.008 0.02
H 5.92141 0.86002 -3.75471 0.001 -0.005 -0.002 0.02

***

[3]
55
Properties=species:S:1:pos:R:3:forces:R:3:lowdin_charge:R:1 method="wB97M-V/def2-TZVPD" charge=+2 de_lowest_kj_mol=106.8 spin_multiplicity=1
W 0.38784 0.24520 -0.23251 0.739 -0.201 1.569 2.02
O 0.86673 0.32555 -3.24509 -0.527 -0.338 -0.058 0.21
C -0.17428 0.25095 -2.66461 0.184 0.991 -2.427 -0.50
O -0.36228 -0.68122 -1.66747 0.339 -0.038 0.810 -0.11
C -1.30368 1.25859 -2.79366 -0.012 -0.245 0.407 -0.05
C -2.39136 0.99543 -1.72816 -0.344 0.175 -0.386 -0.23
C -3.61535 1.86923 -1.96470 0.093 -0.001 0.077 -0.06
C -3.08088 3.26449 -1.57019 0.016 -0.026 0.063 -0.06
C -1.65392 2.94802 -1.13050 -0.016 0.250 -0.145 -0.21
O -1.75504 1.60316 -0.56071 0.222 -0.509 -0.189 -0.14
C -0.76087 2.68231 -2.36134 0.109 -0.133 0.374 -0.05
C 0.68669 2.66586 -1.88421 -0.376 0.714 -1.267 -0.45
O 1.62575 3.16120 -2.39117 -0.019 -0.117 0.372 0.25
O 0.77878 2.00080 -0.65784 0.387 0.040 0.364 -0.27
H -1.67936 1.25816 -3.81498 0.105 0.002 -0.050 0.18
H -2.60675 -0.04935 -1.53405 0.043 -0.016 0.026 0.16
H -4.42975 1.55484 -1.31623 -0.004 0.007 -0.003 0.13
H -3.96307 1.80968 -2.99399 0.015 -0.008 -0.012 0.14
H -3.64993 3.70327 -0.75459 0.003 -0.022 0.013 0.13
H -3.08114 3.97176 -2.39727 0.002 0.026 0.013 0.14
H -1.23312 3.63502 -0.40177 0.037 -0.104 0.067 0.17
H -0.84747 3.42849 -3.14493 -0.019 -0.008 -0.026 0.18
C 4.35204 -0.11818 -1.62181 -0.134 -0.027 -0.269 0.05
C 3.35430 -0.32293 -0.54841 0.301 -0.196 0.368 -0.30
O 2.08610 -0.13170 -0.87945 0.199 -0.145 -0.160 -0.18
C 3.62120 -0.72259 0.72519 0.060 0.051 -0.045 0.05
C 2.60544 -1.05911 1.64658 -0.050 0.241 -0.381 -0.24
C 2.98084 -1.74852 2.90639 -0.021 -0.063 0.189 0.01
N 1.31795 -0.80107 1.38645 -0.747 -0.009 -0.371 -0.10
N 0.43122 -1.30974 2.32727 -0.032 0.041 0.014 0.11
C -0.78551 -1.14721 1.96802 0.562 -0.319 0.289 -0.34
O -0.96499 -0.46401 0.79596 -0.634 -0.242 0.781 -0.23
C -1.94008 -1.67519 2.65252 -0.509 0.102 -0.116 -0.15
C -1.78838 -2.48534 3.78290 0.161 0.097 -0.065 0.00
C -2.90427 -3.03300 4.38099 -0.049 -0.056 0.053 -0.04
C -4.17055 -2.78251 3.86228 0.000 0.074 -0.067 -0.03
C -4.32710 -1.97169 2.74417 -0.063 -0.058 0.058 -0.04
C -3.21789 -1.41747 2.13842 0.195 0.059 0.000 -0.01
H 3.98395 0.61143 -2.34189 0.059 0.056 0.045 0.11
H 4.50873 -1.05484 -2.16548 -0.036 -0.020 0.049 0.12
H 5.30734 0.19415 -1.20737 -0.006 0.005 0.035 0.11
H 4.64699 -0.90614 1.00786 -0.003 0.017 0.009 0.14
H 4.00773 -1.51671 3.17868 0.012 0.020 -0.062 0.10
H 2.91498 -2.83053 2.75393 -0.050 0.011 -0.031 0.13
H 2.29318 -1.50276 3.71042 0.073 -0.003 0.029 0.09
H -0.79701 -2.67903 4.16979 -0.027 -0.038 0.024 0.12
H -2.79684 -3.66737 5.24985 0.029 0.015 0.003 0.12
H -5.04298 -3.21856 4.32987 0.020 -0.016 0.023 0.12
H -5.31492 -1.78145 2.34795 0.006 0.015 0.006 0.12
H -3.32823 -0.77895 1.27201 -0.034 -0.019 -0.007 0.11
Cl 0.30240 1.96524 2.15503 -0.283 0.016 0.098 0.65
C 1.84909 2.40642 3.01581 -0.010 0.157 0.069 -0.91
Cl 1.59465 3.84191 3.96739 0.018 -0.134 -0.105 0.64
H 2.59496 2.58860 2.25132 0.008 -0.027 -0.028 0.04
H 2.08691 1.57017 3.66216 0.002 -0.043 -0.030 0.03

***

[4]
58
Properties=species:S:1:pos:R:3:forces:R:3:lowdin_charge:R:1 method="wB97M-V/def2-TZVPD" total_energy_ev=-192177.5559 charge=-2 spin_multiplicity=1
Ni -0.02946 0.86965 0.38740 0.346 0.558 0.078 0.06
F -5.46320 -4.24942 0.10213 -0.068 -0.010 -0.039 0.13
C -4.40249 -4.44696 0.91246 0.064 0.119 0.029 -0.58
F -4.89236 -4.58905 2.15849 -0.014 -0.008 0.028 0.12
F -3.88635 -5.64577 0.56431 0.018 -0.072 -0.016 0.12
C -3.39355 -3.34452 0.80212 -0.045 -0.035 0.030 -0.14
C -3.04076 -2.57722 1.89612 -0.016 -0.077 -0.026 0.01
C -2.09036 -1.57847 1.71439 0.293 0.335 -0.002 -0.11
N -1.52051 -1.32854 0.54367 -0.154 -0.328 -0.021 0.07
C -1.88206 -2.06070 -0.50460 -0.081 -0.094 0.204 -0.12
C -2.80601 -3.08813 -0.42806 0.103 0.110 -0.003 0.00
H -3.48176 -2.74304 2.86870 -0.018 -0.015 -0.009 0.11
H -1.75899 -0.94173 2.53088 -0.062 -0.089 0.003 0.05
H -1.42501 -1.80560 -1.45188 0.042 0.047 -0.130 0.08
H -3.06510 -3.65871 -1.30993 -0.033 -0.022 -0.016 0.12
Se 0.20673 1.18631 2.67427 -0.295 -0.402 -0.645 0.19
C 3.80941 1.39114 -1.76805 0.074 0.070 0.078 -0.18
Si 2.79614 1.73489 -0.20906 -0.200 -0.223 0.261 0.35
C 3.91950 2.35776 1.17148 -0.127 0.009 0.096 -0.18
C 1.72402 3.20073 -0.65468 0.126 0.156 0.241 -0.18
N 1.87235 0.35313 0.28194 0.110 0.117 0.030 -0.17
C 2.45027 -0.77911 0.77330 -0.218 0.005 -0.080 -0.38
C 1.66796 -1.84095 1.28859 -0.140 -0.128 -0.166 -0.07
C 2.22371 -3.00565 1.77810 -0.017 0.014 -0.026 -0.13
C 3.60265 -3.20409 1.79427 0.010 0.047 0.002 -0.17
C 4.39848 -2.17760 1.30208 0.023 -0.029 0.004 -0.15
C 3.85176 -1.00388 0.81086 -0.029 0.050 -0.041 -0.08
H 4.27367 2.31570 -2.12561 0.018 0.005 -0.036 0.02
H 3.12327 1.04759 -2.54806 -0.036 -0.026 -0.098 0.01
H 4.58961 0.63767 -1.65540 0.009 -0.048 0.025 0.01
H 4.52952 3.19978 0.82899 0.042 0.038 -0.022 0.01
H 4.57966 1.59358 1.58447 0.021 0.038 -0.035 0.01
H 3.26861 2.70392 1.97927 0.068 0.001 -0.033 0.02
H 2.40286 4.05564 -0.75921 0.000 0.053 -0.130 0.03
H 1.00308 3.44969 0.12740 -0.028 -0.126 -0.013 0.00
H 1.19227 3.07132 -1.59857 -0.051 -0.019 -0.132 0.02
H 0.59871 -1.70842 1.29758 0.083 0.214 0.132 0.05
H 1.56056 -3.77636 2.15986 0.002 -0.032 0.006 0.08
H 4.03694 -4.11857 2.17952 0.018 -0.018 0.013 0.07
H 5.47942 -2.28468 1.30127 0.025 -0.017 -0.003 0.08
H 4.52553 -0.24039 0.44841 0.014 0.016 -0.043 0.06
Cl -1.84769 -0.86479 -4.43910 0.523 0.325 0.007 0.64
C -0.32478 -0.18963 -4.00333 0.021 0.585 0.493 -1.34
Cl 1.07481 -0.96637 -4.63588 -0.492 0.283 0.126 0.63
Cl -0.34659 2.02172 -5.32058 -0.004 -0.850 0.412 -0.23
C -0.22238 0.26902 -2.68085 -0.130 -0.255 -1.428 -0.34
N -0.13730 0.65197 -1.59807 0.084 -0.271 0.921 0.21
O -3.12452 0.47008 -0.86142 -0.087 -0.199 -0.211 0.00
C -2.85929 1.57522 -0.41930 0.222 0.265 0.295 -0.51
C -3.78805 2.77141 -0.61142 0.074 0.030 0.069 -0.11
C -3.16151 3.85157 0.24791 -0.033 -0.040 0.056 -0.11
C -1.81912 3.24824 0.66351 0.366 0.287 0.328 -0.54
O -0.97316 3.88771 1.25979 -0.258 -0.063 -0.245 -0.02
N -1.73561 1.93421 0.27649 -0.061 -0.304 -0.227 0.06
H -4.80803 2.48993 -0.35181 -0.031 0.007 0.014 0.10
H -3.76974 3.01680 -1.67497 -0.038 0.008 -0.056 0.11
H -3.72435 4.06331 1.15920 -0.028 -0.002 -0.018 0.11
H -2.98140 4.79863 -0.25936 -0.001 0.010 -0.033 0.11